# 1
DFT (the ωB97M-V functional and the def2-TZVPD basis) results for a structure of composition C22H49N2P3PbSSe in a non-equilibrium geometry.

max |F|: 3.41 eV/A
LUMO level (spin up / spin down): -14.3 / -14.8 eV
calculated total energy: -135839.728 eV
highest occupied orbital energy (spin up / spin down): -19.17 / -18.65 eV
orbital gap (spin up / spin down): 4.91 / 3.89 eV

ORCA input file:
```
! RIJCOSX wB97M-V def2-TZVPD def2/J DEFGRID3
* xyz 4 1
Pb 1.9082 0.8071 -0.8540
P -1.3572 -0.6603 1.6219
P 0.9623 -2.4581 -0.1185
P -1.1411 1.9869 -0.4002
H 2.3567 -0.3220 -7.6831
C 2.5503 0.7233 -7.3858
C 3.1808 1.0615 -6.2171
H 3.5486 0.3200 -5.5046
C -2.9572 -1.4771 1.2162
C -0.8876 -1.7627 3.0201
C -2.0607 0.6689 2.6868
C 1.8671 -2.8662 -1.6576
C 2.0266 -3.4323 1.0299
C -0.3330 -3.7570 -0.2446
C -0.6885 2.8391 -1.9694
C -0.9961 3.4428 0.7263
C -2.9922 2.1141 -0.5160
H 2.2581 1.4889 -8.1235
H 3.4154 2.1160 -6.0144
H -3.4981 -1.6831 2.1512
H -2.7618 -2.4028 0.6656
H -3.5422 -0.8226 0.5601
H -1.7768 -1.8891 3.6527
H -0.0665 -1.3510 3.6216
H -0.5503 -2.7396 2.6652
H -2.5320 0.2112 3.5714
H -2.8156 1.2485 2.1484
H -1.2871 1.3761 3.0084
H 2.1170 -3.9336 -1.6475
H 2.7974 -2.2917 -1.7235
H 1.2388 -2.6751 -2.5325
H 2.1051 -4.4469 0.6205
H 1.5765 -3.5039 2.0285
H 3.0284 -2.9882 1.0841
H 0.2142 -4.7061 -0.3772
H -0.9647 -3.5867 -1.1216
H -0.9408 -3.8198 0.6645
H -1.2923 3.7520 -2.0768
H -0.8664 2.1855 -2.8353
H 0.3738 3.1238 -1.9655
H -1.4078 4.3286 0.2227
H 0.0551 3.6097 0.9912
H -1.5732 3.2878 1.6478
H -3.2648 3.1573 -0.7551
H -3.4824 1.8171 0.4231
H -3.3519 1.4627 -1.3159
C -1.4825 -1.0496 -4.1892
C -0.1229 -0.9183 -4.5436
C 0.1647 -0.6852 -5.8872
C -0.8223 -0.4761 -6.8452
C -2.1757 -0.5295 -6.4567
C -2.4940 -0.8517 -5.1387
Se -2.2630 -1.4459 -2.4661
H -2.7710 -0.0287 -2.5100
H 0.6675 -1.0230 -3.7966
H 1.2027 -0.6266 -6.2031
H -0.5598 -0.2662 -7.8884
H -2.9679 -0.3447 -7.1736
H -3.5251 -0.9591 -4.8273
C 2.6213 -0.9802 3.5557
N 1.9424 0.0319 4.3541
C 2.2478 0.0015 5.7910
C 1.5883 1.1829 3.6951
S 1.9506 1.3984 1.9843
N 0.8939 2.1062 4.4109
C -0.0566 1.6934 5.4451
C 0.8323 3.5167 4.0397
H 3.6012 -0.6144 3.2242
H 2.0203 -1.1879 2.6618
H 2.7373 -1.8886 4.1590
H 2.5936 0.9672 6.1802
H 1.3900 -0.3182 6.3991
H 3.0500 -0.7236 5.9718
H 0.4279 1.6754 6.4360
H -0.8521 2.4450 5.5003
H -0.4908 0.7039 5.2317
H 1.8141 3.8574 3.7052
H 0.0987 3.7117 3.2433
H 0.5466 4.0732 4.9484
*
```

Calculated atomic charges, method Mulliken, unit e: atom 1 (Pb): 1.145, atom 2 (P): 0.734, atom 3 (P): 0.617, atom 4 (P): 0.706, atom 5 (H): 0.447, atom 6 (C): -0.595, atom 7 (C): -0.380, atom 8 (H): 0.323, atom 9 (C): -1.404, atom 10 (C): -1.076, atom 11 (C): -0.734, atom 12 (C): -0.986, atom 13 (C): -1.565, atom 14 (C): -1.322, atom 15 (C): -1.215, atom 16 (C): -1.408, atom 17 (C): -1.235, atom 18 (H): 0.282, atom 19 (H): 0.257, atom 20 (H): 0.530, atom 21 (H): 0.356, atom 22 (H): 0.360, atom 23 (H): 0.631, atom 24 (H): 0.056, atom 25 (H): 0.336, atom 26 (H): 0.552, atom 27 (H): 0.445, atom 28 (H): -0.376, atom 29 (H): 0.487, atom 30 (H): 0.437, atom 31 (H): 0.235, atom 32 (H): 0.599, atom 33 (H): 0.393, atom 34 (H): 0.398, atom 35 (H): 0.545, atom 36 (H): 0.217, atom 37 (H): 0.374, atom 38 (H): 0.450, atom 39 (H): 0.335, atom 40 (H): 0.478, atom 41 (H): 0.531, atom 42 (H): 0.350, atom 43 (H): 0.444, atom 44 (H): 0.479, atom 45 (H): 0.372, atom 46 (H): 0.274, atom 47 (C): 0.274, atom 48 (C): -0.269, atom 49 (C): -0.204, atom 50 (C): -0.193, atom 51 (C): -0.728, atom 52 (C): -0.354, atom 53 (Se): 0.255, atom 54 (H): 0.022, atom 55 (H): 0.324, atom 56 (H): 0.099, atom 57 (H): 0.471, atom 58 (H): 0.457, atom 59 (H): 0.528, atom 60 (C): -1.242, atom 61 (N): 0.347, atom 62 (C): -1.146, atom 63 (C): 0.072, atom 64 (S): -0.230, atom 65 (N): 0.149, atom 66 (C): -1.215, atom 67 (C): -0.997, atom 68 (H): 0.394, atom 69 (H): 0.241, atom 70 (H): 0.506, atom 71 (H): 0.379, atom 72 (H): 0.375, atom 73 (H): 0.459, atom 74 (H): 0.410, atom 75 (H): 0.466, atom 76 (H): 0.362, atom 77 (H): 0.409, atom 78 (H): 0.254, atom 79 (H): 0.447



# 2
DFT (the ωB97M-V functional and the def2-TZVPD basis) results for a cluster of 10 separate species, C90H190N10O10 in total in a non-equilibrium geometry.

max |F|: 4.68 eV/A
LUMO level: 0.2 eV
calculated total energy: -131764.037 eV
highest occupied orbital energy: -7.61 eV
orbital gap: 7.77 eV

ORCA input file:
```
! RIJCOSX wB97M-V def2-TZVPD def2/J DEFGRID3
* xyz 0 1
C -1.5595 -0.6875 10.1675
C -1.9143 -1.0784 8.6473
C -3.3897 -1.5164 8.3146
C -1.6773 0.2053 7.8113
C -0.3115 0.4649 7.4123
C 0.5503 -0.7254 6.7832
C 0.3591 -1.9690 7.6944
C 0.6004 -3.2681 6.9207
C 1.4199 -1.9020 8.8610
N -1.0157 -2.2382 8.2537
O -1.2289 -3.4185 8.9912
H -1.5890 -1.5510 10.8321
H -0.6312 -0.1421 10.3379
H -2.3257 -0.0137 10.5509
H -3.8350 -2.3152 8.9077
H -4.0534 -0.6535 8.3687
H -3.2655 -1.8434 7.2823
H -2.2431 0.2944 6.8839
H -2.0301 1.1049 8.3156
H -0.1469 1.2771 6.7042
H 0.2117 0.7929 8.3105
H 1.5768 -0.3675 6.7031
H 0.0223 -0.8959 5.8450
H 1.5159 -3.3910 6.3421
H -0.2005 -3.5201 6.2255
H 0.6405 -4.1916 7.4983
H 1.1876 -2.5624 9.6964
H 1.4537 -0.9094 9.3102
H 2.4914 -2.0504 8.7273
H -1.5186 -4.1438 8.4330
C 3.7384 3.5403 5.0516
C 2.8771 4.7794 5.4767
C 3.6962 5.4437 6.6835
C 2.8053 5.7720 4.2730
C 1.7637 6.8620 4.4442
C 0.3320 6.2124 4.6461
C 0.3661 5.2306 5.8371
C 0.1320 6.0330 7.1628
C -0.8438 4.3631 5.5453
N 1.5683 4.3824 5.8035
O 1.5393 3.4063 6.9046
H 3.2362 2.9556 4.2808
H 4.7782 3.7276 4.7836
H 3.8538 2.8335 5.8733
H 4.6678 5.8007 6.3420
H 3.1640 6.2190 7.2346
H 3.8652 4.6795 7.4422
H 3.7817 6.2558 4.3006
H 2.6403 5.4483 3.2453
H 2.0513 7.6064 5.1867
H 1.7635 7.4314 3.5147
H 0.1017 5.6683 3.7301
H -0.4542 6.9564 4.7738
H 0.8386 6.8535 7.2876
H 0.2837 5.4273 8.0563
H -0.8754 6.4462 7.1135
H -0.6838 3.7280 4.6739
H -1.8235 4.8389 5.5007
H -0.9412 3.5763 6.2933
H 1.6288 3.9001 7.7230
C 1.3247 -6.2390 -3.6456
C 2.6731 -6.5618 -2.8529
C 2.3948 -7.5586 -1.5974
C 3.5795 -7.3403 -3.8756
C 5.0382 -7.4360 -3.7071
C 5.5959 -6.0302 -3.4407
C 4.7690 -5.1397 -2.4088
C 5.2777 -5.6990 -1.0309
C 5.2881 -3.6381 -2.4273
N 3.2785 -5.2315 -2.5656
O 2.6303 -4.5913 -1.5735
H 0.9410 -7.0873 -4.2124
H 0.4827 -6.0189 -2.9894
H 1.4417 -5.3979 -4.3290
H 1.6343 -7.1761 -0.9167
H 1.9245 -8.5038 -1.8686
H 3.2264 -7.7660 -0.9240
H 3.1528 -8.3432 -3.8612
H 3.4530 -6.8386 -4.8350
H 5.1435 -8.2819 -3.0278
H 5.4522 -7.9135 -4.5952
H 5.6395 -5.4608 -4.3692
H 6.5036 -6.3697 -2.9419
H 4.4856 -5.4864 -0.3129
H 6.2306 -5.2208 -0.8040
H 5.3214 -6.7873 -1.0738
H 5.2011 -3.0521 -1.5123
H 4.4521 -3.1333 -2.9113
H 6.2383 -3.3505 -2.8774
H 1.9554 -4.0801 -2.0261
C 8.0556 -0.1272 2.8137
C 7.9661 -1.6054 3.2012
C 7.6032 -1.6671 4.6870
C 6.8385 -2.3665 2.4513
C 7.0995 -2.4999 0.9996
C 8.4216 -3.2403 0.7073
C 9.6358 -2.5854 1.4609
C 10.6883 -3.6972 1.4270
C 10.1223 -1.3696 0.7659
N 9.1873 -2.3147 2.9302
O 10.2727 -2.0428 3.7072
H 7.1856 0.3532 3.2613
H 8.8551 0.4226 3.3102
H 8.1884 0.1513 1.7683
H 8.3421 -1.1975 5.3363
H 6.6705 -1.2359 5.0507
H 7.3846 -2.7221 4.8521
H 6.8292 -3.4042 2.7846
H 5.8129 -2.0203 2.5796
H 6.2948 -3.0907 0.5621
H 6.9475 -1.5072 0.5761
H 8.5512 -3.4353 -0.3572
H 8.2391 -4.2751 0.9974
H 11.1823 -3.7550 0.4572
H 10.1845 -4.6238 1.7019
H 11.3457 -3.6171 2.2927
H 10.8608 -1.6043 -0.0007
H 10.7216 -0.7024 1.3854
H 9.3515 -0.7467 0.3119
H 10.0348 -2.5809 4.4658
C -4.3872 -2.8171 -7.8303
C -3.4577 -3.3144 -6.8186
C -3.0519 -4.6902 -7.5154
C -2.2138 -2.3744 -6.7109
C -1.1987 -2.6159 -5.6108
C -1.9662 -2.8061 -4.2538
C -3.1197 -3.8841 -4.3078
C -2.4050 -5.3450 -4.3077
C -3.8613 -3.8838 -2.9092
N -4.0124 -3.5786 -5.4618
O -5.1557 -4.4374 -5.4758
H -4.9875 -1.9568 -7.5341
H -3.8001 -2.4683 -8.6798
H -5.1179 -3.5317 -8.2092
H -2.9183 -4.6719 -8.5971
H -2.1327 -5.0739 -7.0727
H -3.7971 -5.4734 -7.3762
H -1.7164 -2.3103 -7.6786
H -2.6482 -1.4011 -6.4828
H -0.5571 -3.4800 -5.7833
H -0.3977 -1.8768 -5.5969
H -2.2665 -1.7931 -3.9860
H -1.2881 -3.2207 -3.5079
H -1.6815 -5.3807 -5.1222
H -3.0998 -6.1821 -4.3753
H -1.7231 -5.4292 -3.4616
H -4.5497 -4.7287 -2.8892
H -4.5127 -3.0244 -2.7501
H -3.2880 -3.9412 -1.9839
H -4.9073 -5.2323 -5.9534
C 3.0870 -0.1603 1.6295
C 1.5985 -0.5619 1.8604
C 1.5019 -1.6285 2.9688
C 0.8709 0.6029 2.4850
C 0.5636 1.7483 1.5354
C -0.0638 1.2511 0.1721
C 0.6713 0.0954 -0.4542
C -0.2930 -0.4982 -1.6314
C 1.9249 0.6765 -1.1476
N 0.8600 -0.8832 0.6432
O 1.3202 -2.0846 0.1213
H 3.6744 -0.7836 0.9553
H 3.3909 0.8552 1.3756
H 3.5315 -0.4682 2.5760
H 1.9513 -1.1940 3.8617
H 0.4393 -1.8556 3.0547
H 2.0824 -2.5100 2.6967
H -0.1588 0.3470 2.7347
H 1.3395 0.8618 3.4345
H -0.0581 2.4772 2.0554
H 1.4685 2.2978 1.2759
H -0.0046 2.1477 -0.4448
H -1.0459 0.7909 0.2812
H 0.2934 -0.9415 -2.4363
H -0.7611 0.3689 -2.0973
H -1.0479 -1.1970 -1.2711
H 2.3642 1.5487 -0.6635
H 1.7693 1.1062 -2.1371
H 2.7895 0.0701 -1.4173
H 1.0493 -2.6010 0.8840
C -9.3943 -1.5219 -2.5969
C -9.2545 -0.5402 -3.8551
C -9.9680 -1.1537 -5.0879
C -9.8457 0.8627 -3.4888
C -9.2965 1.9029 -4.4616
C -7.8036 1.9493 -4.3905
C -7.1064 0.6523 -4.8855
C -7.2335 0.4745 -6.4553
C -5.6604 0.8580 -4.3828
N -7.7683 -0.4362 -4.1531
O -7.2115 -1.6295 -4.3703
H -10.4407 -1.3084 -2.3786
H -9.2576 -2.5902 -2.7648
H -8.8165 -1.1519 -1.7499
H -9.6834 -0.8032 -6.0800
H -9.7882 -2.2253 -5.1748
H -11.0312 -0.9143 -5.1079
H -10.9299 0.8892 -3.5973
H -9.5826 1.0681 -2.4512
H -9.6698 1.8659 -5.4850
H -9.4621 2.8938 -4.0387
H -7.6408 2.1432 -3.3303
H -7.4626 2.6773 -5.1266
H -6.6873 -0.4687 -6.4538
H -6.5624 1.0661 -7.0781
H -8.1610 0.4338 -7.0264
H -5.3608 1.6106 -5.1120
H -5.1257 -0.0762 -4.5543
H -5.3199 1.0046 -3.3577
H -6.5556 -1.6442 -3.6694
C -5.5142 -2.1961 0.8330
C -5.0985 -0.7597 0.6967
C -4.3246 -0.4616 -0.6016
C -6.3583 0.1418 0.5150
C -7.3180 0.2040 1.7227
C -6.5015 0.7108 2.9206
C -5.1569 -0.0755 3.1120
C -4.2726 0.8006 4.0680
C -5.3526 -1.4700 3.8477
N -4.3913 -0.3479 1.8721
O -3.1174 -0.8286 1.9940
H -6.4548 -2.4312 1.3312
H -5.5461 -2.6248 -0.1687
H -4.8212 -2.8438 1.3699
H -3.4152 -1.0494 -0.7261
H -4.7205 -0.9975 -1.4643
H -4.0704 0.5909 -0.7266
H -6.0310 1.1579 0.2948
H -6.9384 0.0578 -0.4039
H -8.1670 0.8606 1.5325
H -7.6488 -0.8057 1.9656
H -7.2332 0.6172 3.7230
H -6.1734 1.7494 2.8778
H -3.3766 0.2630 4.3781
H -4.7820 0.8040 5.0317
H -4.2244 1.7140 3.4751
H -4.6359 -2.2259 3.5266
H -6.2920 -2.0159 3.9345
H -5.0862 -1.2710 4.8858
H -2.5510 -0.0711 1.8302
C 6.4594 0.8525 -1.0339
C 6.6591 1.2167 -2.5139
C 7.3037 0.0724 -3.3196
C 5.2401 1.4083 -3.2049
C 4.4878 2.5370 -2.4947
C 5.3352 3.7834 -2.8419
C 6.8012 3.9191 -2.3794
C 7.4603 5.0432 -3.2295
C 6.8355 4.4404 -0.9125
N 7.3470 2.5799 -2.5986
O 8.6345 2.5430 -2.1330
H 6.1064 1.5593 -0.2830
H 5.6800 0.0906 -1.0327
H 7.3562 0.4945 -0.5282
H 6.7530 -0.8223 -3.0293
H 7.2289 0.3539 -4.3700
H 8.3424 0.0342 -2.9913
H 5.3942 1.6016 -4.2665
H 4.5841 0.5380 -3.1881
H 3.4921 2.6595 -2.9211
H 4.3285 2.4835 -1.4177
H 4.7332 4.6642 -2.6189
H 5.2216 3.8581 -3.9234
H 7.4039 4.6402 -4.2407
H 8.4791 5.3961 -3.0696
H 6.9347 5.9967 -3.1766
H 7.7619 4.9614 -0.6708
H 6.7643 3.6670 -0.1478
H 6.2014 5.2570 -0.5672
H 8.4786 2.5454 -1.1857
C -2.2160 6.9427 -4.3871
C -3.3032 5.8927 -4.2747
C -3.3836 5.0772 -5.6003
C -2.8271 4.9581 -3.1547
C -3.8987 3.9438 -2.5703
C -5.0960 4.8256 -2.0930
C -5.6854 5.8023 -3.2539
C -6.6165 4.9431 -4.2135
C -6.5221 6.8309 -2.4830
N -4.6160 6.4973 -4.0090
O -5.0650 7.3808 -4.9960
H -2.3229 7.5835 -3.5119
H -1.2011 6.5486 -4.3353
H -2.3082 7.5767 -5.2690
H -2.4055 4.7462 -5.9494
H -4.0282 4.1993 -5.5586
H -3.7395 5.6370 -6.4652
H -1.9163 4.4623 -3.4903
H -2.6297 5.5849 -2.2851
H -4.2270 3.2184 -3.3147
H -3.2848 3.4836 -1.7960
H -4.9231 5.2825 -1.1187
H -5.8694 4.0897 -1.8732
H -6.0249 4.2920 -4.8570
H -7.0881 5.6002 -4.9442
H -7.2824 4.2802 -3.6611
H -7.2967 7.2598 -3.1188
H -5.9677 7.6496 -2.0243
H -6.8323 6.4589 -1.5065
H -5.0131 8.2159 -4.5253
*
```

Results of the Mulliken charge analysis, in e, for atoms 1 through 99: atom 1 (C): -1.846, atom 2 (C): 1.577, atom 3 (C): -1.702, atom 4 (C): -0.293, atom 5 (C): -0.590, atom 6 (C): -1.036, atom 7 (C): 1.680, atom 8 (C): -2.139, atom 9 (C): -1.827, atom 10 (N): 0.662, atom 11 (O): -0.530, atom 12 (H): 0.396, atom 13 (H): 0.285, atom 14 (H): 0.493, atom 15 (H): 0.346, atom 16 (H): 0.364, atom 17 (H): 0.443, atom 18 (H): -0.415, atom 19 (H): 0.464, atom 20 (H): 0.159, atom 21 (H): 0.218, atom 22 (H): 0.542, atom 23 (H): 0.003, atom 24 (H): 0.360, atom 25 (H): 0.449, atom 26 (H): 0.493, atom 27 (H): 0.346, atom 28 (H): 0.319, atom 29 (H): 0.430, atom 30 (H): 0.317, atom 31 (C): -1.848, atom 32 (C): 1.366, atom 33 (C): -1.684, atom 34 (C): -1.062, atom 35 (C): -0.799, atom 36 (C): -1.202, atom 37 (C): 1.545, atom 38 (C): -1.682, atom 39 (C): -1.738, atom 40 (N): 0.764, atom 41 (O): -0.344, atom 42 (H): 0.190, atom 43 (H): 0.404, atom 44 (H): 0.403, atom 45 (H): 0.448, atom 46 (H): 0.322, atom 47 (H): 0.413, atom 48 (H): 0.423, atom 49 (H): 0.333, atom 50 (H): 0.365, atom 51 (H): 0.433, atom 52 (H): 0.333, atom 53 (H): 0.514, atom 54 (H): 0.349, atom 55 (H): 0.317, atom 56 (H): 0.445, atom 57 (H): 0.121, atom 58 (H): 0.383, atom 59 (H): 0.311, atom 60 (H): 0.251, atom 61 (C): -2.555, atom 62 (C): 1.881, atom 63 (C): -1.675, atom 64 (C): -1.228, atom 65 (C): -0.967, atom 66 (C): -1.181, atom 67 (C): 1.810, atom 68 (C): -1.894, atom 69 (C): -2.178, atom 70 (N): 0.135, atom 71 (O): 0.023, atom 72 (H): 0.428, atom 73 (H): 0.406, atom 74 (H): 0.569, atom 75 (H): 0.312, atom 76 (H): 0.445, atom 77 (H): 0.347, atom 78 (H): 0.520, atom 79 (H): 0.411, atom 80 (H): 0.409, atom 81 (H): 0.423, atom 82 (H): 0.443, atom 83 (H): 0.342, atom 84 (H): 0.356, atom 85 (H): 0.375, atom 86 (H): 0.394, atom 87 (H): 0.314, atom 88 (H): 0.598, atom 89 (H): 0.414, atom 90 (H): 0.226, atom 91 (C): -1.613, atom 92 (C): 1.766, atom 93 (C): -2.161, atom 94 (C): -1.453, atom 95 (C): 1.875, atom 96 (C): -2.056, atom 97 (C): 2.089, atom 98 (C): -1.957, atom 99 (C): -1.603